Record 1
Entry from the OMol25 dataset: C2H10N3OPS in the gas phase at a distorted geometry (ωB97M-V/def2-TZVPD).

```
! wB97M-V def2-TZVPD RIJCOSX def2/J DEFGRID3
* xyz 0 1
C 2.597 0.459 0.452
C 1.585 1.024 -0.546
S 0.835 -0.245 -1.634
N -0.221 -1.112 -0.723
P -1.775 -0.764 -0.140
N -2.001 0.846 -0.461
N -1.676 -1.039 1.542
O -2.741 -1.707 -0.679
H 3.564 1.044 0.387
H 2.284 0.472 1.469
H 2.757 -0.618 0.211
H 2.235 1.545 -1.371
H 0.804 1.538 -0.079
H -0.221 -2.201 -0.743
H -1.132 1.478 -0.495
H -2.853 1.024 -1.026
H -2.491 -1.473 1.732
H -1.552 -0.270 2.105
*
```

The electronic energy comes out at -1061.2923 hartree. The value obtained for the max |F| is 4.193 eV/Å. The HOMO energy comes out at -8.41 eV. Its relative energy (zero: lowest compared OMol25 entry of this formula, charge and spin) is 0.000 eV. As for the SMILES: CCSNP(N)(N)=O. The gap between HOMO and LUMO is 9.1 eV.

Record 2
Entry from the OMol25 dataset: C2H10N3PS in the gas phase at a distorted geometry (ωB97M-V/def2-TZVPD).

```
! wB97M-V def2-TZVPD RIJCOSX def2/J DEFGRID3
* xyz 0 1
C 1.654 -1.097 1.645
C 0.378 -1.068 0.762
N 0.484 0.083 -0.142
P -0.908 0.559 -1.074
N -1.946 0.974 0.186
N -0.322 1.977 -1.807
S -1.635 -0.700 -2.339
H 1.450 -0.637 2.635
H 1.894 -2.188 1.600
H 2.467 -0.601 1.234
H 0.272 -2.012 0.044
H -0.535 -0.843 1.211
H 1.109 0.031 -0.931
H -2.897 0.789 -0.012
H -1.502 0.652 1.020
H 0.455 2.263 -1.253
H -0.416 1.818 -2.777
*
```

The electronic energy comes out at -986.0484 hartree. The value obtained for the max |F| is 4.255 eV/Å. The HOMO energy comes out at -8.66 eV. Its relative energy (zero: lowest compared OMol25 entry of this formula, charge and spin) is 0.000 eV. As for the SMILES: CCNP(N)(N)=S. The gap between HOMO and LUMO is 9.5 eV.

Record 3
Entry from the OMol25 dataset: a molecular structure, C2H10N3PdS at a distorted geometry (ωB97M-V/def2-TZVPD).

```
! wB97M-V def2-TZVPD RIJCOSX def2/J DEFGRID3
* xyz 1 5
C -0.859 -0.824 -2.014
Pd -0.236 -0.875 0.008
N 0.934 0.318 1.567
N -1.733 0.508 0.747
H 1.176 1.218 1.159
H -0.203 -1.753 1.363
H -0.252 -1.511 -2.614
H -0.691 0.244 -2.214
H -1.935 -0.981 -1.962
H -1.361 1.465 0.728
H -2.032 0.297 1.687
H -2.569 0.530 0.145
H 0.471 0.481 2.469
H 1.821 -0.155 1.742
S 2.096 -1.096 -0.760
C 2.529 0.499 -0.973
N 2.845 1.637 -1.079
*
```

The electronic energy comes out at -772.0686 hartree. The expectation value of S² is 6.0297. The value obtained for the max |F| is 2.145 eV/Å. The HOMO energy (alpha / beta) comes out at -11.98 / -14.17 eV. Its relative energy (zero: lowest compared OMol25 entry of this formula, charge and spin) is 0.000 eV. The gap between HOMO and LUMO (alpha / beta) is 8.8 / 6.4 eV.

Record 4
Entry from the OMol25 dataset: a gas-phase ion, C2H10N3S (charge +1) at a distorted geometry (ωB97M-V/def2-TZVPD).

```
! wB97M-V def2-TZVPD RIJCOSX def2/J DEFGRID3
* xyz 1 1
C -2.545 -0.243 0.474
S -1.055 -0.506 -0.528
C 0.290 0.415 0.290
N 0.838 1.354 -1.004
N 1.332 -0.377 0.635
N 1.602 -1.342 -0.258
H -3.358 -0.705 -0.036
H -2.708 0.923 0.478
H -2.441 -0.829 1.285
H -0.059 1.052 1.025
H 1.807 1.524 -1.058
H 0.705 0.721 -1.748
H 0.362 2.215 -0.988
H 1.380 -0.441 1.639
H 2.666 -1.528 -0.207
H 1.184 -2.235 0.003
*
```

The electronic energy comes out at -644.3274 hartree. The value obtained for the max |F| is 5.113 eV/Å. The HOMO energy comes out at -13.16 eV. Its relative energy (zero: lowest compared OMol25 entry of this formula, charge and spin) is 3.376 eV. As for the SMILES: CS[C@H]([NH3+])NN. The gap between HOMO and LUMO is 10.0 eV.

Record 5
Entry from the OMol25 dataset: 2 unconnected molecules or ions with the total composition C2H10N4 at a distorted geometry (ωB97M-V/def2-TZVPD).

```
! wB97M-V def2-TZVPD RIJCOSX def2/J DEFGRID3
* xyz 0 1
H 1.980 0.595 0.211
N 1.951 -0.232 0.741
C 2.542 -1.232 0.084
N 2.749 -2.548 0.622
H 3.253 -0.997 -0.677
H 3.690 -3.014 0.337
H 2.473 -2.554 1.569
N -0.940 0.828 0.367
C -2.327 1.400 -0.026
N -2.512 1.619 -1.451
H -0.702 -0.027 -0.214
H -1.194 0.593 1.354
H -2.513 2.288 0.686
H -2.995 0.621 0.314
H -3.519 1.538 -1.750
H -1.936 1.120 -2.168
*
```

The electronic energy comes out at -301.1504 hartree. The value obtained for the max |F| is 5.174 eV/Å. The HOMO energy comes out at -8.56 eV. Its relative energy (zero: lowest compared OMol25 entry of this formula, charge and spin) is 2.115 eV. As for the SMILES: [H]/N=C/N.NCN. The gap between HOMO and LUMO is 9.5 eV.

Record 6
Entry from the OMol25 dataset: 2 unconnected molecules or ions with the total composition C2H10N4 at a distorted geometry (ωB97M-V/def2-TZVPD).

```
! wB97M-V def2-TZVPD RIJCOSX def2/J DEFGRID3
* xyz 0 1
H 1.196 0.824 1.833
N 1.980 0.294 1.446
C 1.567 -0.860 1.145
N 2.487 -1.876 0.722
H 0.568 -1.258 1.330
H 2.877 -2.328 1.540
H 3.230 -1.379 0.242
N -3.024 1.362 -0.822
C -2.031 0.246 -0.941
N -0.714 0.708 -1.300
H -2.739 1.964 -1.595
H -2.759 1.939 -0.026
H -2.071 -0.272 -0.010
H -2.464 -0.339 -1.750
H -0.022 0.670 -0.570
H -0.373 0.384 -2.189
*
```

The electronic energy comes out at -301.1860 hartree. The value obtained for the max |F| is 1.961 eV/Å. The HOMO energy comes out at -9.12 eV. Its relative energy (zero: lowest compared OMol25 entry of this formula, charge and spin) is 1.147 eV. As for the SMILES: [H]/N=C/N.NCN. The gap between HOMO and LUMO is 10.0 eV.